No. 1
The following is a quantum chemistry calculation of a molecular structure, C36H49As2Ge2OSZr, from the Open Molecules 2025 dataset.

Values from the calculation:
Total charge: +3
Relative energy (zero: lowest compared OMol25 entry of this formula, charge and spin), kcal/mol: 0.0
Gap between HOMO and LUMO, eV: 5.0
HOMO, hartree: -0.54751
Electronic energy, eV: -286971.1351
2S+1: 1

Cartesian coordinates (Å):
Zr  -0.2933  -0.7996  0.9599
C  -0.3022  2.8947  3.8545
C  -0.8379  1.5385  4.3133
Ge  0.2521  0.0382  3.7143
C  -0.9420  -1.5551  3.3294
C  -0.2624  -2.8500  2.8689
C  1.8659  -0.4629  4.6246
C  2.9327  -0.3029  3.8154
Ge  2.2690  0.2352  2.0530
C  2.5090  1.9405  1.1215
C  3.9452  2.3696  0.8081
C  2.3181  -1.3784  0.8394
C  3.7372  -1.4859  0.2432
C  4.3477  -0.5264  4.1147
C  4.7494  -1.1383  5.3063
C  6.0926  -1.3258  5.5731
C  7.0529  -0.9064  4.6579
C  6.6686  -0.3044  3.4688
C  5.3217  -0.1233  3.2003
H  -0.9032  3.7051  4.2655
H  -0.3155  2.9871  2.7651
H  0.7242  3.0565  4.1874
H  -1.8592  1.3689  3.9696
H  -0.8639  1.4832  5.4039
H  -1.8414  -1.3175  2.7206
H  -1.4052  -1.7288  4.3043
H  0.0783  -2.9034  1.8047
H  -0.9195  -3.7132  2.9643
H  0.6487  -3.0316  3.4407
H  1.9405  -0.7610  5.6657
H  2.0215  2.6866  1.7516
H  1.9136  1.8608  0.2051
H  4.5169  2.5387  1.7193
H  3.9300  3.3082  0.2552
H  4.4786  1.6399  0.1990
H  1.6501  -1.3544  -0.0471
H  2.1075  -2.2719  1.4354
H  3.9926  -0.6013  -0.3388
H  3.7963  -2.3518  -0.4152
H  4.4744  -1.6101  1.0348
H  4.0135  -1.4745  6.0254
H  6.3972  -1.7997  6.4960
H  8.1027  -1.0533  4.8727
H  7.4160  0.0227  2.7589
H  5.0314  0.3582  2.2710
C  -3.6997  -3.1696  1.4100
As  -2.4682  -2.3764  0.1410
C  -1.9672  -3.8584  -0.9943
C  -3.5742  -1.2196  -0.9339
C  -4.4308  -1.7732  -1.8787
C  -5.2474  -0.9525  -2.6459
C  -5.2135  0.4219  -2.4670
C  -4.3630  0.9803  -1.5212
C  -3.5392  0.1643  -0.7543
As  -2.4046  0.9861  0.5825
C  -3.6772  1.5661  1.9281
C  -1.8233  2.6564  -0.1977
H  -4.5118  -3.6262  0.8455
H  -4.1124  -2.4069  2.0684
H  -3.2010  -3.9365  1.9997
H  -2.8672  -4.3665  -1.3357
H  -1.3666  -4.5609  -0.4179
H  -1.3968  -3.4957  -1.8467
H  -4.4753  -2.8448  -2.0282
H  -5.9132  -1.3895  -3.3778
H  -5.8517  1.0636  -3.0597
H  -4.3554  2.0558  -1.3946
H  -4.5330  1.9806  1.3967
H  -3.2308  2.3397  2.5499
H  -4.0098  0.7363  2.5487
H  -2.6960  3.2780  -0.3905
H  -1.2848  2.4650  -1.1230
H  -1.1767  3.1724  0.5101
C  -1.5618  2.6134  -9.9143
C  -1.6377  2.1655  -8.4883
O  -2.5194  2.3798  -7.7179
S  -0.1207  1.2198  -8.0404
C  -0.2533  0.8589  -6.3428
C  0.9735  0.6854  -5.6698
C  1.0048  0.3564  -4.3413
C  -0.2054  0.1927  -3.6324
C  -1.4333  0.3481  -4.3118
C  -1.4596  0.6683  -5.6454
C  -0.2101  -0.1204  -2.2794
C  -0.2153  -0.4061  -1.0702
H  -2.5572  2.8888  -10.2531
H  -1.1388  1.8364  -10.5497
H  -0.9103  3.4884  -9.9682
H  1.8980  0.8271  -6.2141
H  1.9500  0.2324  -3.8302
H  -2.3609  0.1999  -3.7715
H  -2.4019  0.7746  -6.1544



No. 2
The following is a quantum chemistry calculation of a molecular structure, C37H39AsF3N2O2PRuSi, from the Open Molecules 2025 dataset.

Values from the calculation:
Total charge: +2
Relative energy (zero: lowest compared OMol25 entry of this formula, charge and spin), kcal/mol: 0.0
Gap between HOMO and LUMO (alpha / beta), eV: 5.8 / 3.6
HOMO (alpha / beta), hartree: -0.46213 / -0.46208
Electronic energy, eV: -134803.0632
2S+1: 5

Cartesian coordinates (Å):
Ru  -0.0582  1.9001  0.7641
C  3.4836  3.0090  0.3974
C  2.3906  3.6515  -0.3866
C  2.6670  4.7713  -1.2199
C  1.6426  5.4515  -1.8554
C  0.3294  5.0697  -1.6462
C  0.0813  3.9607  -0.8016
N  1.1513  3.2357  -0.2653
N  -1.0564  3.4740  -0.3591
Si  -2.7434  4.1916  -0.3407
C  -2.5190  5.6971  0.7321
C  -3.8037  2.8719  0.4305
C  -3.2521  4.5840  -2.0876
H  3.8862  3.7443  1.0983
H  4.3066  2.7076  -0.2524
H  3.1237  2.1580  0.9713
H  3.6970  5.0831  -1.3339
H  1.8654  6.3006  -2.4890
H  -0.4975  5.6045  -2.0907
H  -2.1174  5.4475  1.7167
H  -3.4935  6.1684  0.8929
H  -1.8696  6.4467  0.2735
H  -3.2436  1.9629  0.6581
H  -4.6227  2.5949  -0.2367
H  -4.2450  3.2265  1.3653
H  -2.6262  5.3147  -2.6008
H  -4.2611  5.0084  -2.0515
H  -3.3066  3.6806  -2.6991
F  -0.6881  1.8958  5.4538
C  -1.3158  1.2009  4.5230
F  -1.1421  -0.1014  4.7446
F  -2.6136  1.4784  4.5486
C  -0.7590  1.5231  3.1257
O  0.2419  2.2523  2.9352
O  -1.3487  0.9930  2.1261
C  0.5058  -1.5852  0.9167
C  1.9046  -1.8191  1.4820
As  2.3105  -3.7388  1.8914
C  1.9656  -4.3460  0.0619
C  0.7144  -4.6307  -0.4842
C  0.5984  -5.0266  -1.8124
C  1.7304  -5.1464  -2.6072
C  2.9814  -4.8699  -2.0705
C  3.0961  -4.4747  -0.7441
C  0.6449  -4.2146  2.7864
C  0.1115  -3.3760  3.7640
C  -0.9858  -3.7739  4.5166
C  -1.5587  -5.0198  4.3054
C  -1.0192  -5.8713  3.3536
C  0.0828  -5.4751  2.6067
P  0.4027  -0.1878  -0.2187
C  -1.2347  -0.0836  -0.9596
C  -2.3408  -0.6899  -0.3501
C  -3.5906  -0.5859  -0.9357
C  -3.7513  0.1327  -2.1159
C  -2.6628  0.7575  -2.7143
C  -1.4073  0.6557  -2.1408
C  1.5798  -0.4109  -1.5441
C  2.8573  0.1399  -1.4725
C  3.7902  -0.1441  -2.4568
C  3.4475  -0.9834  -3.5092
C  2.1803  -1.5490  -3.5726
C  1.2432  -1.2727  -2.5910
H  -0.2402  -1.4714  1.7032
H  0.1898  -2.4272  0.2893
H  2.0741  -1.2198  2.3776
H  2.6809  -1.5528  0.7634
H  -0.1753  -4.5771  0.1320
H  -0.3773  -5.2679  -2.2173
H  1.6393  -5.4786  -3.6343
H  3.8721  -4.9890  -2.6753
H  4.0814  -4.2977  -0.3257
H  0.5706  -2.4151  3.9762
H  -1.3794  -3.1201  5.2834
H  -2.4082  -5.3352  4.8971
H  -1.4429  -6.8560  3.2035
H  0.5093  -6.1656  1.8886
H  -2.2293  -1.2485  0.5704
H  -4.4403  -1.0715  -0.4748
H  -4.7294  0.2006  -2.5755
H  -2.7900  1.3037  -3.6406
H  -0.5518  1.1167  -2.6220
H  3.1255  0.7716  -0.6369
H  4.7846  0.2799  -2.4014
H  4.1741  -1.2049  -4.2801
H  1.9214  -2.2148  -4.3846
H  0.2613  -1.7287  -2.6423



No. 3
The following is a quantum chemistry calculation of a molecular structure, C16H20N4O3Pb in a non-equilibrium geometry, from the Open Molecules 2025 dataset.

Values from the calculation:
Total charge: +4
Relative energy (zero: lowest compared OMol25 entry of this formula, charge and spin), kcal/mol: 43.4
Gap between HOMO and LUMO (alpha / beta), eV: 4.5 / 2.2
HOMO (alpha / beta), hartree: -0.79608 / -0.79607
Electronic energy, eV: -34216.8103
2S+1: 1

Cartesian coordinates (Å):
N  1.6157  3.2457  -0.4416
C  1.1677  4.2848  -0.1066
C  0.7010  5.6017  0.3304
H  -0.4106  5.6251  0.3269
H  1.1196  6.3631  -0.3585
H  1.0576  5.7826  1.3583
N  3.0520  -1.9855  -0.6322
C  4.0219  -2.6198  -0.6030
C  5.2335  -3.4122  -0.5606
H  5.9432  -2.9784  -1.2877
H  4.9694  -4.4514  -0.8279
H  5.6450  -3.3675  0.4674
N  -2.3233  -2.7805  -0.4397
C  -3.4483  -2.7981  -0.1116
C  -4.8465  -2.9072  0.3260
H  -4.8943  -3.6088  1.1748
H  -5.4444  -3.2956  -0.5180
H  -5.2165  -1.9065  0.6503
Pb  0.0457  -0.0305  -0.7991
C  0.4710  -2.0752  1.2739
O  0.4518  -2.9558  2.0171
C  2.0903  0.4178  1.2784
O  2.8727  0.7983  2.0206
C  0.8220  1.1390  -2.9237
C  -0.5777  1.2067  -2.8751
C  -1.3393  0.0307  -2.8732
C  -0.7053  -1.2190  -2.9220
C  0.7019  -1.2959  -2.9685
C  1.4676  -0.1138  -2.9696
H  1.4099  2.0586  -2.9129
H  -1.0623  2.1817  -2.8483
H  -2.4271  0.0737  -2.8436
H  -1.3046  -2.1313  -2.9118
H  1.2128  -2.2676  -2.9693
H  2.5633  -0.1826  -2.9723
C  -2.5498  1.6697  3.2267
C  -1.3157  0.8602  2.9332
N  -0.5903  0.3843  3.9778
O  -0.9255  0.6049  1.7666
H  -2.7252  1.7852  4.3105
H  -3.4246  1.1738  2.7672
H  -2.4437  2.6694  2.7665
H  0.2367  -0.1587  3.7938
H  -0.8973  0.5851  4.9103



No. 4
The following is a quantum chemistry calculation of a molecular structure, C5H11O2 in a non-equilibrium geometry, from the Open Molecules 2025 dataset.

Values from the calculation:
Total charge: -1
Relative energy (zero: lowest compared OMol25 entry of this formula, charge and spin), kcal/mol: 82.7
Gap between HOMO and LUMO, eV: 7.3
HOMO, hartree: -0.13427
Electronic energy, eV: -9456.4415
2S+1: 1

Cartesian coordinates (Å):
C  -0.6836  -1.4734  0.7274
O  -1.3353  -0.8679  1.7176
C  -0.7137  -0.4463  -0.4765
C  0.5364  0.4555  -0.4836
C  0.6292  1.5959  -1.5629
C  1.0805  1.4000  -2.7542
H  -1.1477  -2.3240  0.2604
H  0.4064  -1.8687  0.8273
H  -0.9274  -0.8784  -1.4646
H  -1.6278  0.1714  -0.4057
H  1.4138  -0.1411  -0.3997
H  0.6883  0.8791  0.5183
H  0.2504  2.5248  -1.1665
H  1.5923  0.5078  -3.1321
H  1.3556  2.1843  -3.3381
H  -0.7297  -0.9191  2.8304
H  -0.6216  -0.2991  4.5067
O  -0.1661  -0.5008  3.7958



No. 5
The following is a quantum chemistry calculation of 2 unconnected molecules or ions with the total composition C3HClFO2 in a non-equilibrium geometry, from the Open Molecules 2025 dataset.

Values from the calculation:
Total charge: -1
Relative energy (zero: lowest compared OMol25 entry of this formula, charge and spin), kcal/mol: 33.4
Gap between HOMO and LUMO, eV: 8.0
HOMO, hartree: -0.14870
Electronic energy, eV: -22461.9006
2S+1: 1

Cartesian coordinates (Å):
C  -0.8797  -1.0371  -0.0910
C  0.2230  -0.4119  0.2318
C  0.6032  1.6986  0.0466
O  -0.3136  2.2324  0.4863
O  1.6020  1.7465  -0.6176
F  -1.0358  -2.4421  -0.3877
Cl  1.7709  -1.2129  0.2377
H  -1.9701  -0.5735  0.0939